Below is one molecule with the formula C4H3N, with properties calculated with the ωB97M-V functional and the def2-TZVPD basis.

XYZ file:
```
8
Properties=species:S:1:pos:R:3:forces:R:3:mulliken_charge:R:1
C -1.244 0.549 1.114 0.25 -0.47 -0.16 -0.4440
C 0.066 0.302 0.687 -0.14 0.27 0.15 0.0647
C 0.697 -0.006 -0.465 0.02 0.02 0.01 -0.3490
C 0.026 -0.427 -1.651 -0.45 -0.29 -0.82 0.2181
N -0.473 -0.783 -2.636 0.40 0.35 0.92 -0.3651
H -1.558 -0.161 1.898 -0.03 0.22 -0.07 0.2245
H 0.708 0.531 1.555 0.02 -0.05 -0.04 0.3224
H 1.778 -0.005 -0.501 -0.08 -0.04 0.01 0.3284
```
Positions in Å, forces in eV/Å.

Output
Lowest unoccupied orbital energy (spin up / spin down) = -1.84 / -1.44 eV
Energy relative to the best compared isomer or geometry (same formula, charge and spin) = 66.0 kcal per mole
HOMO level (spin up / spin down) = -9.357 / -9.177 eV
Multiplicity = 1
Electronic energy = -208.7967 hartree